1.
DFT (the ωB97M-V functional and the def2-TZVPD basis) results for a cluster of 2 separate species, C4H13N2 in total.

```
! RIJCOSX wB97M-V def2-TZVPD def2/J DEFGRID3
* xyz 1 1
C -1.22845 -2.09810 -0.78882
C -2.58918 -0.35501 0.09235
N -1.49246 -0.70387 -0.41649
H -0.46869 -2.49486 -0.12076
H -0.84252 -2.12127 -1.80552
H -2.14028 -2.68624 -0.73323
H -3.38255 -1.08367 0.25306
H -2.75280 0.68193 0.35887
H -0.57433 0.06668 -0.57713
C 2.00866 1.50390 1.26667
C 1.64901 0.45677 0.22000
N 0.53178 0.91099 -0.66659
H 1.19506 1.62826 1.97824
H 2.89719 1.18572 1.80732
H 2.21634 2.46394 0.79363
H 2.51846 0.22712 -0.39143
H 1.34074 -0.45392 0.72200
H 0.23651 1.83958 -0.38024
H 0.87752 1.03207 -1.61192
*
```

## Properties
Frontier orbital gap = 11.18 eV
Electronic energy = -7332.2700 eV
HOMO = -14.859 eV
Energy relative to the best compared isomer or geometry (same formula, charge and spin) = 1.217 eV
Largest force on an atom = 0.0114 hartree/bohr


2.
DFT (the ωB97M-V functional and the def2-TZVPD basis) results for a cluster of 14 separate species, C54H74N14O2 in total.

```
! RIJCOSX wB97M-V def2-TZVPD def2/J DEFGRID3
* xyz 0 1
N -3.74125 2.35827 -2.02650
C -3.15339 2.89924 -3.13625
C -3.58383 2.22312 -4.22772
C -4.52149 1.21554 -3.73564
C -4.55165 1.31255 -2.39089
H -3.61959 2.80225 -1.12100
H -2.42510 3.67779 -3.04707
H -3.28831 2.43046 -5.22796
H -5.02401 0.52747 -4.42269
H -5.06082 0.84517 -1.59158
N 1.83225 -0.94895 1.46320
C 1.90233 -1.76198 0.34864
C 2.38146 -2.98282 0.80988
C 2.66073 -2.87725 2.18055
C 2.33208 -1.57881 2.53894
H 1.29864 -0.05861 1.54310
H 1.67935 -1.39861 -0.62442
H 2.46534 -3.83102 0.10628
H 3.03334 -3.60175 2.87458
H 2.31663 -1.08240 3.49761
N 2.08868 -4.67625 -2.87926
C 3.15207 -5.49518 -2.84042
C 4.14338 -4.92989 -3.59275
C 3.68480 -3.70763 -4.06064
C 2.35963 -3.55228 -3.58477
H 1.16121 -4.87536 -2.55729
H 3.16537 -6.47120 -2.36518
H 5.16984 -5.32648 -3.68392
H 4.33486 -3.02631 -4.53676
H 1.62438 -2.79221 -3.80323
N -1.36218 -4.34250 -2.43861
C -0.71757 -3.69809 -1.39312
C -0.51123 -4.63713 -0.42355
C -1.07545 -5.85363 -0.85709
C -1.58572 -5.67110 -2.13392
H -1.59091 -3.83740 -3.25485
H -0.32049 -2.71013 -1.48907
H -0.02860 -4.42788 0.52559
H -1.16680 -6.77849 -0.32657
H -2.19515 -6.28077 -2.81507
N -3.47480 -3.82901 0.54133
C -3.92287 -3.92730 1.87025
C -4.70065 -2.79869 2.12342
C -4.72661 -2.03269 0.90000
C -4.01283 -2.72705 -0.02538
H -2.94866 -4.47187 -0.02704
H -3.54220 -4.69771 2.54034
H -5.24513 -2.55914 3.10590
H -5.30283 -1.23964 0.53839
H -3.73871 -2.62476 -1.02426
N -1.19343 5.00704 2.80791
C -0.38561 4.43455 1.87263
C 0.19592 3.31056 2.48523
C -0.34198 3.23656 3.83597
C -1.19441 4.31328 3.96573
H -1.70492 5.88692 2.65761
H -0.15437 5.04040 0.91538
H 0.92096 2.68291 2.05806
H -0.03569 2.56094 4.59899
H -1.64833 4.67384 4.87194
N 5.34575 -2.53761 -1.31572
C 6.06304 -2.61636 -0.13940
C 7.29533 -1.98895 -0.30129
C 7.37920 -1.55936 -1.65959
C 6.16709 -1.89961 -2.23476
H 4.48136 -2.90484 -1.58785
H 5.61812 -3.12286 0.74581
H 8.00780 -1.91721 0.51787
H 8.21982 -1.07048 -2.03703
H 5.86991 -1.57725 -3.27810
N -4.15618 1.56250 1.29801
C -3.37476 2.67215 1.44980
C -4.21026 3.76512 1.42848
C -5.48200 3.31556 1.22325
C -5.45230 1.93336 1.11283
H -3.89449 0.61061 1.20324
H -2.29426 2.74600 1.69049
H -4.00468 4.79938 1.60313
H -6.45145 3.78612 1.17747
H -6.26388 1.27144 0.86145
N -2.61667 -2.17188 -4.25589
C -3.54338 -3.13740 -4.40515
C -3.12326 -4.10872 -5.26385
C -1.83683 -3.68968 -5.71159
C -1.51958 -2.54036 -5.03546
H -2.47530 -1.37171 -3.57249
H -4.48152 -3.07734 -3.79864
H -3.60082 -5.05434 -5.54984
H -1.19823 -4.16733 -6.41032
H -0.71801 -1.89068 -4.99282
N 4.89138 2.09916 5.07443
C 4.58121 0.78510 4.71765
C 3.80532 0.24016 5.71791
C 3.66635 1.31016 6.76348
C 4.26552 2.37735 6.25918
H 5.45595 2.77569 4.52553
H 5.08708 0.32607 3.86590
H 3.46240 -0.76248 5.86018
H 3.11891 1.31643 7.65869
H 4.46585 3.40317 6.55442
N 5.04119 1.18861 -0.72592
C 4.82433 2.42938 -1.25581
C 4.10496 3.22377 -0.41660
C 3.77422 2.36988 0.70756
C 4.38676 1.13747 0.45596
H 5.29530 0.38784 -1.27513
H 5.38557 2.71380 -2.13076
H 3.77191 4.25072 -0.58236
H 3.09436 2.64889 1.46773
H 4.28727 0.28841 1.14274
N -3.68475 6.57987 -0.73869
C -4.08750 7.23218 0.40002
C -3.06017 8.14030 0.75783
C -2.16538 8.10867 -0.32642
C -2.51915 7.08291 -1.23240
H -4.19506 5.91184 -1.21722
H -4.98497 6.85750 0.91083
H -3.19328 8.88783 1.50581
H -1.16127 8.56439 -0.32011
H -2.10794 6.68736 -2.14697
C -1.17068 -1.27485 1.78485
O -1.15016 -0.17901 1.26460
N -0.73378 -1.50843 3.05792
C -0.69572 -2.82545 3.62927
C -0.52503 -0.42078 3.98390
H -1.40168 -2.18488 1.26111
H -0.80205 -3.46887 2.77885
H -1.55647 -3.05037 4.30914
H 0.26995 -2.89543 4.21879
H -0.54463 0.52133 3.45573
H -1.35992 -0.53653 4.67422
H 0.34640 -0.46545 4.55521
C -0.76695 0.60514 -1.97494
O -0.81045 -0.23271 -2.90795
N 0.16871 1.48844 -1.70125
C 0.06069 2.34929 -0.59549
C 1.41091 1.46627 -2.44653
H -1.71345 0.69102 -1.33246
H -0.46821 1.80815 0.21564
H -0.37801 3.30499 -0.81443
H 1.10145 2.52094 -0.16634
H 2.31635 1.62800 -1.77938
H 1.54129 0.51947 -2.91813
H 1.39979 2.20012 -3.20483
*
```

## Properties
Frontier orbital gap = 8.84 eV
Electronic energy = -82150.6941 eV
HOMO = -8.244 eV
Largest force on an atom = 0.0704 hartree/bohr


3.
DFT (the ωB97M-V functional and the def2-TZVPD basis) results for a cluster of 2 separate species, C10H18NO in total.

```
! RIJCOSX wB97M-V def2-TZVPD def2/J DEFGRID3
* xyz 1 1
C 1.33434 -1.05605 -1.92228
C 2.69529 -1.04548 -2.47788
N 0.31182 -0.23832 -2.71841
H 0.82277 -2.03005 -1.89347
H 1.24732 -0.86327 -0.85048
H 3.17787 -0.06862 -2.63612
H 2.87246 -1.53501 -3.43944
H 0.70363 0.22705 -3.54107
H -0.47839 -0.78350 -3.04509
H 0.01565 0.51067 -2.08224
H 3.44784 -1.43210 -1.78376
C 0.35848 2.46811 0.30630
C 0.52603 3.19532 1.66982
C -0.23007 1.12823 0.57249
C -1.58181 0.83606 0.44216
C 0.59410 0.09220 1.04210
C -2.10688 -0.42465 0.68331
C 0.11910 -1.16862 1.34880
C -1.25177 -1.42998 1.13138
O -1.68327 -2.70422 1.36297
H -0.23342 3.11583 -0.33985
H 1.38636 2.45266 -0.07489
H -0.41237 3.61127 2.02590
H -2.23635 1.60240 0.03899
H 1.62325 0.42331 1.16070
H -3.10799 -0.68553 0.39186
H 0.80089 -1.83513 1.85972
H -2.15664 -2.80122 2.16804
H 0.99954 4.17668 1.48284
H 1.07961 2.66587 2.43296
*
```

## Properties
Frontier orbital gap = 8.66 eV
Electronic energy = -14192.4506 eV
HOMO = -12.001 eV
Energy relative to the best compared isomer or geometry (same formula, charge and spin) = 0.580 eV
Largest force on an atom = 0.0492 hartree/bohr